1.
# C3H7NO3

The molecule C3H7NO3 (ωB97M-V with the def2-TZVPD basis set, OMol25).

ORCA input file:
```
! wB97M-V def2-TZVPD RIJCOSX def2/J DEFGRID3
* xyz 0 1
C 0.51842 0.16913 -0.53906
C 0.96288 -0.74936 0.61617
O 2.18440 -1.42082 0.30010
N -0.91666 0.16953 -0.77823
C -1.86215 0.89577 -0.09537
O -1.42830 1.53088 1.01130
O -3.01309 0.95576 -0.43570
H 0.84586 1.18805 -0.33805
H 1.04843 -0.09587 -1.45139
H 1.22907 -0.15173 1.48816
H 0.17674 -1.45155 0.87809
H 1.96939 -2.25197 -0.13397
H -1.23625 -0.21505 -1.64906
H -0.47874 1.42722 1.12699
*
```

Summary:
energy: -398.9943 Eh
HOMO energy: -9.99 eV
SMILES string: O=C(O)NCCO
orbital gap: 0.385 Ha
energy above the lowest of the compared OMol25 structures with the same formula, charge and spin: 1.180 eV
LUMO: 0.5 eV

---

2.
# C3H7NO3

A cluster of 2 separate species, C3H7NO3 in total in a non-equilibrium geometry (ωB97M-V with the def2-TZVPD basis set, OMol25).

ORCA input file:
```
! wB97M-V def2-TZVPD RIJCOSX def2/J DEFGRID3
* xyz 0 1
C -0.58332 -0.82058 -0.25901
C 1.75257 -0.94565 0.04633
C 0.66127 1.22979 -0.13005
N 0.50461 -0.21988 -0.12654
O -1.37395 -1.67596 -0.35195
O -3.27424 0.02776 -0.12295
O -2.31956 1.02551 0.01290
H 1.53924 -1.72534 0.69305
H 2.22105 -1.25842 -0.88435
H 2.35089 -0.22572 0.64976
H -0.21897 1.75324 -0.23214
H 1.02803 1.45202 0.87630
H 1.26067 1.52679 -0.94912
H -3.54831 -0.14353 0.77777
*
```

Summary:
energy: -398.7629 Eh
HOMO energy (alpha / beta): -7.55 / -6.72 eV
orbital gap (alpha / beta): 0.292 / 0.260 Ha
energy above the lowest of the compared OMol25 structures with the same formula, charge and spin: 7.476 eV
LUMO (alpha / beta): 0.4 / 0.4 eV